Entry 1:
ORCA calculation (ωB97M-V with the def2-TZVPD basis set) on the ion C5H8NO with charge +1.

Last column: Mulliken charge in e.
Positions of all 15 atoms, in Å:
C (1.592, 0.497, -0.244)  -0.49
C (1.357, -1.002, 0.035)  -0.50
C (0.231, 1.148, 0.056)  -0.44
C (-3.175, -0.265, 0.048)  -0.26
C (-0.683, 0.016, 0.116)  0.36
N (-0.102, -1.134, 0.104)  -0.02
O (-2.323, 0.602, 0.072)  -0.12
H (2.382, 0.912, 0.373)  0.33
H (1.859, 0.658, -1.285)  0.29
H (1.755, -1.646, -0.751)  0.33
H (1.785, -1.317, 0.990)  0.32
H (0.195, 1.667, 1.021)  0.31
H (-0.093, 1.887, -0.679)  0.33
H (-0.560, -2.037, 0.161)  0.27
H (-4.219, 0.014, -0.017)  0.29

As for the charge: +1. As for the electronic energy: -8840.5348 eV. For the energy relative to the best compared isomer or geometry (same formula, charge and spin), the calculation gives 97.5 kcal/mol. The frontier orbital gap (spin up / spin down) is 8.1 / 8.1 eV. As for the lowest unoccupied orbital energy (spin up / spin down): -4.68 / -4.68 eV.

=====

Entry 2:
ORCA calculation (ωB97M-V with the def2-TZVPD basis set) on an isolated molecule of C31H39N5O5.

Last column: Mulliken charge in e.
Positions of all 80 atoms, in Å:
C (6.010, -1.813, 0.891)  -1.63
H (6.507, -2.182, 1.783)  0.38
H (6.615, -1.013, 0.471)  0.33
H (5.924, -2.620, 0.169)  0.44
C (4.624, -1.290, 1.251)  0.29
N (3.900, -0.843, 0.074)  0.01
C (2.831, -1.499, -0.420)  -1.22
O (2.438, -2.546, 0.058)  -0.77
C (2.130, -0.880, -1.634)  3.45
C (2.557, 0.545, -1.987)  -2.02
C (1.766, 1.029, -3.208)  0.29
C (2.057, 0.114, -4.396)  -1.60
C (1.628, -1.312, -4.052)  0.41
C (0.133, -1.336, -3.744)  -1.63
C (-0.156, -0.412, -2.561)  0.98
C (0.270, 1.013, -2.907)  -1.29
H (0.046, 1.686, -2.076)  0.18
H (-0.284, 1.368, -3.779)  0.51
C (0.622, -0.889, -1.338)  -1.34
H (0.319, -1.901, -1.067)  0.69
H (0.420, -0.237, -0.483)  -0.18
H (-1.229, -0.436, -2.338)  0.01
H (-0.433, -1.007, -4.619)  0.53
H (-0.181, -2.354, -3.504)  0.48
C (2.409, -1.799, -2.833)  -1.73
H (2.115, -2.819, -2.576)  0.57
H (3.480, -1.802, -3.051)  0.48
H (1.838, -1.973, -4.900)  0.20
H (3.123, 0.135, -4.634)  0.51
H (1.512, 0.464, -5.275)  0.57
H (2.078, 2.051, -3.450)  0.37
H (3.622, 0.580, -2.236)  0.74
H (2.370, 1.216, -1.144)  0.47
H (4.237, -0.005, -0.371)  0.32
C (4.720, -0.102, 2.207)  0.06
O (5.737, 0.510, 2.452)  -0.67
N (3.523, 0.289, 2.727)  -0.46
N (2.389, -0.384, 2.486)  0.27
C (1.255, 0.149, 2.747)  -0.37
C (0.081, -0.621, 2.485)  0.64
C (-1.221, -0.252, 2.277)  -0.01
N (-1.840, 0.981, 2.349)  0.52
C (-1.063, 2.195, 2.483)  -0.77
H (-0.210, 2.149, 1.806)  0.31
C (-1.929, 3.397, 2.090)  -0.41
H (-1.389, 4.326, 2.278)  0.46
O (-3.110, 3.467, 2.854)  -0.47
C (-3.870, 2.294, 2.701)  -0.30
H (-4.748, 2.411, 3.338)  0.36
C (-3.072, 1.058, 3.119)  -0.84
H (-3.665, 0.160, 2.961)  0.57
H (-2.835, 1.144, 4.192)  0.39
H (-4.193, 2.186, 1.655)  0.04
H (-2.166, 3.332, 1.020)  0.00
H (-0.717, 2.335, 3.519)  0.30
C (-1.976, -1.439, 1.866)  0.63
C (-3.081, -1.533, 1.106)  -1.64
C (-3.761, -0.482, 0.367)  0.22
C (-3.049, 0.556, -0.233)  1.15
C (-3.715, 1.484, -1.019)  -0.91
C (-5.089, 1.417, -1.226)  -0.58
C (-5.796, 0.389, -0.630)  -0.82
C (-5.140, -0.553, 0.144)  -0.70
H (-5.701, -1.360, 0.591)  0.55
H (-6.862, 0.317, -0.776)  0.41
H (-5.572, 2.161, -1.841)  0.53
N (-2.964, 2.544, -1.631)  1.25
O (-1.854, 2.773, -1.185)  -0.63
O (-3.478, 3.158, -2.541)  -0.69
H (-1.979, 0.623, -0.128)  0.81
H (-3.500, -2.522, 0.964)  0.49
C (-1.193, -2.637, 2.317)  -1.52
H (-1.497, -2.930, 3.326)  0.32
C (0.246, -2.112, 2.330)  -0.40
H (0.772, -2.356, 1.406)  -0.20
H (0.843, -2.511, 3.148)  0.58
H (-1.331, -3.492, 1.659)  0.45
H (1.193, 1.157, 3.166)  0.56
H (3.506, 1.164, 3.261)  0.26
H (4.006, -2.075, 1.699)  0.46

As for the electronic energy: -50466.0968 eV. For the energy relative to the best compared isomer or geometry (same formula, charge and spin), the calculation gives 0.0 kcal/mol. The frontier orbital gap is 7.1 eV. As for the lowest unoccupied orbital energy: -0.59 eV.

=====

Entry 3:
ORCA calculation (ωB97M-V with the def2-TZVPD basis set) on an isolated molecule of C4H12N2O2.

Last column: Mulliken charge in e.
Positions of all 20 atoms, in Å:
C (0.440, 0.909, 0.686)  -0.05
C (-0.067, -0.833, -0.966)  0.04
C (-1.293, -0.725, 1.146)  -1.19
C (1.329, -1.287, -1.387)  -1.32
N (-0.077, -0.411, 0.418)  0.19
N (-0.473, 2.026, 0.515)  -0.67
O (0.901, 0.914, 2.005)  -0.52
O (-0.588, 0.134, -1.863)  -0.59
H (1.075, 1.832, 2.244)  0.36
H (0.119, 0.741, -2.112)  0.38
H (1.283, 1.083, -0.007)  0.28
H (-0.756, -1.681, -1.039)  0.41
H (-0.893, 1.999, -0.408)  0.30
H (-1.224, 1.954, 1.196)  0.25
H (-2.190, -0.268, 0.706)  0.35
H (-1.421, -1.806, 1.158)  0.38
H (-1.166, -0.379, 2.170)  0.36
H (1.291, -1.693, -2.395)  0.40
H (1.678, -2.053, -0.702)  0.36
H (2.033, -0.458, -1.366)  0.29

As for the electronic energy: -11417.5844 eV. For the energy relative to the best compared isomer or geometry (same formula, charge and spin), the calculation gives 37.6 kcal/mol. The frontier orbital gap is 9.6 eV. As for the lowest unoccupied orbital energy: 0.88 eV.